Version A
# C22H88O22

A 22-piece molecular cluster, C22H88O22 overall (ωB97M-V/def2-TZVPD, the Open Molecules 2025 dataset).

Highest occupied orbital energy = -9.46 eV

Geometry as XYZ:
```
132
C22H88O22 | the Open Molecules 2025 dataset | ωB97M-V/def2-TZVPD
C 3.081 -1.240 -4.123
O 2.041 -1.207 -3.226
H 3.942 -1.646 -3.574
H 2.801 -1.874 -5.012
H 3.359 -0.260 -4.521
H 1.222 -1.128 -3.729
C 0.605 1.440 -4.972
O 1.707 1.954 -4.209
H -0.230 1.015 -4.358
H 0.325 2.221 -5.594
H 0.917 0.551 -5.582
H 1.707 1.560 -3.349
C 0.839 4.789 -3.526
O -0.443 4.375 -2.984
H 0.752 5.443 -4.378
H 1.368 5.420 -2.806
H 1.455 3.925 -3.759
H -0.526 3.430 -2.866
C 1.009 -2.118 4.014
O 1.751 -2.064 2.776
H 0.114 -2.809 3.934
H 1.696 -2.468 4.846
H 0.550 -1.163 4.214
H 1.079 -2.289 2.111
C 2.508 -4.968 3.888
O 3.226 -4.306 2.827
H 1.462 -4.565 3.920
H 2.449 -5.966 3.426
H 3.085 -4.989 4.785
H 2.927 -3.396 2.871
C 5.152 -5.036 -0.007
O 3.895 -5.615 0.192
H 5.940 -5.734 0.144
H 5.148 -4.681 -1.022
H 5.307 -4.141 0.567
H 3.567 -5.462 1.074
C 0.797 2.383 -0.611
O 0.483 1.548 -1.733
H 0.356 3.332 -0.698
H 0.401 2.162 0.363
H 1.872 2.419 -0.538
H -0.481 1.587 -1.973
C 2.948 -2.247 -0.156
O 1.962 -1.181 -0.160
H 2.738 -2.950 -0.913
H 3.903 -1.787 -0.469
H 3.029 -2.704 0.812
H 1.804 -0.820 -1.063
C -2.199 6.466 -1.616
O -1.802 5.346 -0.892
H -2.772 6.151 -2.491
H -2.847 7.026 -0.958
H -1.317 7.062 -1.879
H -1.063 4.985 -1.415
C -0.149 -2.847 -5.742
O -0.354 -2.019 -4.594
H 0.191 -3.867 -5.385
H -1.050 -2.820 -6.331
H 0.674 -2.408 -6.264
H -0.951 -2.357 -3.982
C 1.109 -4.945 -2.082
O -0.068 -4.209 -1.545
H 0.799 -5.918 -2.435
H 1.642 -4.443 -2.849
H 1.785 -5.130 -1.235
H 0.159 -3.274 -1.490
C -3.927 1.803 0.307
O -2.607 2.373 0.099
H -4.754 2.539 0.261
H -4.204 1.038 -0.416
H -3.900 1.259 1.305
H -2.776 3.255 0.493
C 1.487 5.226 2.299
O 2.611 4.535 2.881
H 0.630 4.556 2.262
H 1.191 6.067 2.907
H 1.646 5.575 1.281
H 3.409 5.027 2.755
C -2.037 -5.382 0.370
O -1.374 -4.364 1.065
H -1.623 -6.340 0.550
H -3.100 -5.484 0.687
H -2.007 -5.252 -0.667
H -0.565 -4.214 0.536
C 3.285 1.209 1.859
O 2.260 0.873 2.786
H 3.027 0.911 0.835
H 3.395 2.280 1.969
H 4.223 0.680 2.089
H 2.075 -0.065 2.728
C -1.037 -0.864 0.800
O -0.139 -1.941 0.903
H -2.058 -1.215 0.671
H -1.093 -0.282 1.788
H -0.793 -0.198 0.030
H 0.582 -1.656 0.226
C 1.009 2.698 5.184
O 0.262 2.477 4.012
H 1.024 3.739 5.383
H 0.340 2.275 5.962
H 2.003 2.211 5.206
H 0.832 2.084 3.328
C -2.887 2.328 -3.707
O -2.017 1.940 -2.629
H -3.108 1.547 -4.449
H -3.908 2.599 -3.312
H -2.580 3.189 -4.292
H -2.503 2.235 -1.839
C -3.010 1.621 4.918
O -2.463 2.821 4.341
H -2.239 1.065 5.469
H -3.775 1.831 5.581
H -3.368 0.934 4.160
H -1.536 2.636 4.104
C -3.612 -3.023 -2.497
O -2.300 -3.132 -3.055
H -4.011 -2.055 -2.550
H -4.237 -3.691 -3.014
H -3.597 -3.242 -1.439
H -1.858 -3.853 -2.530
C -3.310 -2.610 2.685
O -2.035 -2.358 3.216
H -3.342 -2.950 1.689
H -3.770 -3.427 3.264
H -3.874 -1.682 2.709
H -1.425 -2.983 2.767
C -2.188 5.559 2.194
O -2.832 4.276 2.110
H -1.811 5.660 3.199
H -1.379 5.622 1.473
H -2.874 6.416 2.071
H -2.832 3.755 2.959
```


Version B
# C22H88O22

A 22-piece molecular cluster, C22H88O22 overall (ωB97M-V/def2-TZVPD, the Open Molecules 2025 dataset).

Highest occupied orbital energy = -9.23 eV

Geometry as XYZ:
```
132
C22H88O22 | the Open Molecules 2025 dataset | ωB97M-V/def2-TZVPD
C -18.437 -32.396 -12.235
O -17.352 -32.805 -11.489
H -19.060 -33.250 -12.502
H -19.011 -31.767 -11.555
H -18.075 -31.852 -13.108
H -16.682 -33.168 -12.073
C -15.961 -31.383 -19.505
O -16.343 -32.376 -20.464
H -15.358 -30.613 -19.984
H -16.806 -30.901 -19.013
H -15.340 -31.769 -18.696
H -16.944 -31.874 -21.019
C -19.948 -37.149 -13.009
O -21.096 -36.424 -13.474
H -20.259 -37.775 -12.172
H -19.542 -37.783 -13.798
H -19.225 -36.411 -12.662
H -21.342 -35.796 -12.792
C -14.459 -38.685 -18.463
O -15.418 -39.709 -18.377
H -14.968 -37.721 -18.457
H -13.812 -38.780 -17.591
H -13.924 -38.774 -19.408
H -15.068 -40.493 -18.805
C -9.341 -33.155 -9.534
O -9.729 -32.557 -8.323
H -8.271 -33.052 -9.718
H -9.492 -34.234 -9.490
H -9.959 -32.813 -10.364
H -9.720 -31.609 -8.472
C -12.038 -35.279 -11.808
O -13.129 -34.898 -10.992
H -11.359 -35.864 -11.188
H -12.289 -35.864 -12.692
H -11.451 -34.385 -12.022
H -12.772 -34.617 -10.147
C -15.169 -34.519 -6.819
O -15.930 -33.335 -6.545
H -14.733 -34.454 -7.817
H -14.351 -34.564 -6.100
H -15.721 -35.452 -6.712
H -16.388 -33.058 -7.343
C -18.261 -40.773 -10.830
O -18.158 -39.388 -10.766
H -19.231 -41.091 -10.448
H -18.184 -41.143 -11.852
H -17.448 -41.246 -10.278
H -17.249 -39.151 -10.964
C -13.641 -38.457 -14.068
O -15.049 -38.375 -13.846
H -13.361 -38.019 -15.026
H -13.102 -37.954 -13.265
H -13.248 -39.473 -14.033
H -15.542 -38.457 -14.666
C -18.034 -39.627 -15.705
O -16.784 -39.125 -16.093
H -18.094 -40.676 -15.995
H -18.152 -39.561 -14.623
H -18.818 -39.093 -16.242
H -16.612 -39.467 -16.973
C -16.156 -31.733 -15.525
O -17.083 -30.826 -16.022
H -15.603 -32.256 -16.305
H -15.386 -31.189 -14.978
H -16.685 -32.507 -14.970
H -17.850 -31.306 -16.343
C -18.441 -35.864 -17.464
O -18.200 -34.514 -17.589
H -18.637 -36.360 -18.415
H -17.608 -36.353 -16.959
H -19.390 -35.880 -16.929
H -17.470 -34.438 -18.207
C -11.496 -35.450 -15.980
O -11.417 -36.825 -16.339
H -12.190 -35.372 -15.143
H -10.555 -34.974 -15.706
H -11.976 -34.862 -16.762
H -10.840 -37.305 -15.740
C -17.348 -30.757 -8.809
O -17.052 -32.172 -8.823
H -17.052 -30.357 -7.839
H -16.681 -30.256 -9.511
H -18.379 -30.528 -9.078
H -17.034 -32.410 -9.753
C -14.417 -34.831 -18.543
O -15.720 -34.745 -19.103
H -14.260 -33.893 -18.011
H -14.435 -35.656 -17.830
H -13.706 -35.049 -19.340
H -15.878 -34.011 -19.701
C -14.504 -30.698 -12.229
O -14.149 -29.422 -12.814
H -15.521 -30.997 -12.484
H -13.737 -31.448 -12.421
H -14.548 -30.637 -11.142
H -14.766 -28.777 -12.460
C -19.813 -31.556 -18.280
O -19.221 -32.121 -17.125
H -19.050 -31.510 -19.057
H -20.564 -32.256 -18.646
H -20.070 -30.521 -18.055
H -19.023 -33.045 -17.295
C -12.243 -32.107 -14.727
O -10.964 -32.171 -15.324
H -12.324 -31.206 -14.119
H -13.033 -32.144 -15.477
H -12.514 -32.956 -14.100
H -10.327 -32.275 -14.613
C -11.952 -35.405 -7.581
O -12.019 -34.419 -8.556
H -12.728 -36.156 -7.727
H -11.067 -36.028 -7.717
H -12.009 -35.064 -6.548
H -11.351 -33.751 -8.385
C -15.246 -34.800 -13.872
O -14.920 -33.785 -12.881
H -15.523 -34.418 -14.854
H -14.366 -35.425 -14.020
H -15.998 -35.451 -13.427
H -14.364 -34.193 -12.213
C -18.168 -36.136 -8.736
O -18.962 -36.118 -7.557
H -17.842 -35.120 -8.960
H -17.285 -36.766 -8.634
H -18.705 -36.446 -9.632
H -18.880 -36.966 -7.113
C -14.733 -37.523 -10.530
O -15.431 -38.554 -11.220
H -14.852 -37.622 -9.451
H -13.658 -37.559 -10.707
H -15.063 -36.525 -10.818
H -15.214 -38.572 -12.155
```


Most stable: version A (next structure +1.2 kcal/mol)


Version A
# C5H14NO

A 2-piece molecular cluster, C5H14NO overall (ωB97M-V/def2-TZVPD, the Open Molecules 2025 dataset).

Highest occupied orbital energy (spin up / spin down) = -6.48 / -8.81 eV
⟨S²⟩ = 0.7535
2S+1 = 2

Geometry as XYZ:
```
21
C5H14NO | the Open Molecules 2025 dataset | ωB97M-V/def2-TZVPD
C 1.317 -1.635 0.270
C 1.049 -0.807 -0.985
C -0.381 -0.605 -1.409
C -1.291 0.074 -0.391
C -0.167 2.289 -0.787
N -0.818 1.387 0.039
H 0.848 -1.180 1.146
H 2.388 -1.635 0.427
H 0.937 -2.643 0.090
H 1.703 -1.181 -1.789
H 1.551 0.172 -0.846
H -0.804 -1.618 -1.555
H -0.477 -0.203 -2.406
H -1.378 -0.608 0.455
H -2.306 0.209 -0.756
H 0.841 2.642 -0.598
H -0.710 2.780 -1.587
H -0.483 1.473 0.983
H -1.138 0.530 3.767
H 0.086 0.062 3.057
O -0.768 0.499 2.875
```


Version B
# C5H14NO

A 2-piece molecular cluster, C5H14NO overall (ωB97M-V/def2-TZVPD, the Open Molecules 2025 dataset).

Highest occupied orbital energy (spin up / spin down) = -3.03 / -10.36 eV
⟨S²⟩ = 0.7506
2S+1 = 2

Geometry as XYZ:
```
21
C5H14NO | the Open Molecules 2025 dataset | ωB97M-V/def2-TZVPD
C -1.062 1.054 0.890
C -1.633 -0.191 0.193
C -0.857 -0.825 -0.987
C 0.890 -1.825 0.560
C 0.304 -1.705 -0.625
N -0.135 1.824 -0.012
H -0.414 0.683 1.670
H -1.821 1.785 1.126
H -1.624 -1.026 0.901
H -2.674 -0.064 -0.074
H -0.421 -0.037 -1.621
H -1.589 -1.400 -1.552
H 0.497 -1.294 1.414
H 1.438 -2.700 0.888
H 0.590 -2.366 -1.437
H -0.504 1.867 -0.985
H 0.093 2.742 0.460
H 0.839 1.428 -0.057
H 2.281 0.000 -0.081
H 3.372 1.113 -0.386
O 2.427 0.936 -0.288
```


Most stable: version A (next structure +48.0 kcal/mol)


Version A
# C22H25N3O5S

One molecule with the formula C22H25N3O5S (ωB97M-V/def2-TZVPD, the Open Molecules 2025 dataset).

Highest occupied orbital energy = -8.36 eV
SMILES = CCOc1ccc(NS(=O)(=O)c2ccc3[nH]cc(C(=O)N[C@H](C)CC)c(=O)c3c2)cc1

Geometry as XYZ:
```
56
C22H25N3O5S | the Open Molecules 2025 dataset | ωB97M-V/def2-TZVPD
C 1.668 3.229 0.164
C 0.735 2.541 1.146
O -0.581 2.639 0.625
C -1.584 1.986 1.263
C -1.448 1.264 2.445
C -2.525 0.567 2.960
C -3.753 0.582 2.314
N -4.771 -0.277 2.771
S -4.394 -1.921 2.625
O -5.649 -2.602 2.521
O -3.481 -2.290 3.656
C -3.553 -1.892 1.041
C -4.329 -1.826 -0.110
C -3.739 -1.516 -1.313
C -2.371 -1.219 -1.361
N -1.779 -0.849 -2.537
C -0.461 -0.580 -2.603
C 0.369 -0.616 -1.526
C 1.822 -0.350 -1.816
O 2.189 -0.164 -2.967
N 2.620 -0.346 -0.739
C 4.075 -0.282 -0.797
C 4.530 1.013 -1.466
C 4.619 -1.528 -1.513
C 6.126 -1.692 -1.366
C -0.155 -0.943 -0.212
O 0.505 -0.930 0.826
C -1.586 -1.293 -0.197
C -2.202 -1.653 1.005
C -3.910 1.358 1.169
C -2.839 2.055 0.653
H 1.651 2.713 -0.792
H 1.351 4.258 0.010
H 2.680 3.225 0.558
H 1.013 1.486 1.264
H 0.784 3.033 2.127
H -0.502 1.214 2.959
H -2.418 -0.028 3.853
H -5.676 -0.099 2.361
H -5.386 -2.029 -0.032
H -4.324 -1.474 -2.220
H -2.349 -0.789 -3.369
H -0.048 -0.325 -3.570
H 2.178 -0.574 0.147
H 4.419 -0.290 0.243
H 5.613 1.088 -1.442
H 4.110 1.870 -0.947
H 4.192 1.029 -2.498
H 4.350 -1.466 -2.567
H 4.122 -2.405 -1.090
H 6.442 -2.633 -1.809
H 6.660 -0.889 -1.866
H 6.411 -1.696 -0.316
H -1.608 -1.730 1.902
H -4.870 1.400 0.675
H -2.942 2.646 -0.243
```


Version B
# C22H25N3O5S

One molecule with the formula C22H25N3O5S (ωB97M-V/def2-TZVPD, the Open Molecules 2025 dataset).

Highest occupied orbital energy = -8.91 eV
SMILES = Cc1cccc(OCCCC(=O)Nc2ccc(S(=O)(=O)Nc3onc(C)c3C)cc2)c1

Geometry as XYZ:
```
56
C22H25N3O5S | the Open Molecules 2025 dataset | ωB97M-V/def2-TZVPD
C 2.175 -1.074 4.298
C 1.399 0.205 4.242
C 1.666 1.229 5.148
C 0.946 2.405 5.102
C -0.048 2.595 4.154
C -0.318 1.583 3.245
O -1.265 1.657 2.255
C -2.168 2.747 2.243
C -3.203 2.517 1.142
C -4.016 1.226 1.337
C -3.671 0.124 0.343
O -4.516 -0.460 -0.295
N -2.330 -0.122 0.280
C -1.643 -1.007 -0.535
C -2.285 -1.876 -1.421
C -1.535 -2.719 -2.218
C -0.158 -2.713 -2.117
S 0.802 -3.662 -3.274
O 2.134 -3.838 -2.783
O 0.082 -4.798 -3.756
N 0.877 -2.584 -4.607
C 1.086 -1.258 -4.299
O 0.054 -0.396 -4.441
N 0.464 0.842 -4.047
C 1.707 0.739 -3.662
C 2.474 1.906 -3.162
C 2.177 -0.599 -3.798
C 3.537 -1.116 -3.498
C 0.496 -1.868 -1.240
C -0.246 -1.014 -0.451
C 0.405 0.393 3.300
H 3.241 -0.875 4.195
H 1.869 -1.754 3.507
H 2.023 -1.566 5.258
H 2.438 1.095 5.891
H 1.156 3.194 5.809
H -0.593 3.526 4.136
H -1.628 3.683 2.049
H -2.668 2.824 3.218
H -3.874 3.377 1.147
H -2.698 2.501 0.175
H -5.083 1.423 1.228
H -3.852 0.829 2.341
H -1.750 0.431 0.907
H -3.360 -1.869 -1.484
H -2.005 -3.394 -2.915
H 0.062 -2.722 -5.189
H 1.847 2.792 -3.189
H 3.355 2.066 -3.782
H 2.806 1.726 -2.141
H 3.504 -2.194 -3.370
H 3.923 -0.654 -2.592
H 4.219 -0.879 -4.315
H 1.573 -1.899 -1.189
H 0.250 -0.333 0.225
H 0.168 -0.391 2.595
```


Most stable: version A (next structure +42.5 kcal/mol)